162
Properties=species:S:1:pos:R:3 method="wB97M-V/def2-TZVPD" homo_lumo_gap_ev="7.54 / 1.48" lumo_ev="-2.7 / -8.8" homo_energy_ev="-10.29 / -10.27" charge=+1 multiplicity=2
C -2.94331 3.73650 1.24924
C -3.08177 3.18491 2.63723
O -3.26775 1.76044 2.60734
O -4.10733 3.60091 0.51949
H -2.23729 3.08036 0.74022
H -2.59783 4.76891 1.19563
H -3.83187 3.66807 3.26335
H -2.14637 3.42299 3.14360
H -4.12854 1.53758 2.24543
H -3.91801 3.57700 -0.42135
C -1.17495 0.62736 5.86903
C -0.34205 1.05437 4.67470
O 0.99621 1.04558 5.09461
O -1.03838 -0.74813 6.05277
H -2.23505 0.85578 5.75897
H -0.82656 1.10914 6.78260
H -0.57334 2.07173 4.35909
H -0.52233 0.41471 3.81074
H 1.20415 0.12451 5.26784
H -1.54416 -1.15295 5.34430
C -6.43555 -0.23047 -0.85827
C -5.53626 -0.07256 0.33312
O -5.62817 1.16965 0.87534
O -6.36880 -1.58089 -1.43684
H -6.12833 0.49325 -1.61320
H -7.40377 0.17112 -0.55929
H -4.48584 -0.33146 0.20014
H -5.86202 -0.79761 1.07896
H -4.92599 1.68718 0.47446
H -6.93242 -2.15029 -0.90796
C 0.91555 7.11944 4.12798
C 0.37501 6.08559 3.10643
O -0.72058 5.30303 3.77105
O 0.09945 8.26140 4.22378
H 1.89516 7.34986 3.70922
H 1.28750 6.68383 5.05535
H 1.07984 5.31232 2.80084
H 0.09462 6.62278 2.20038
H -1.36322 5.90686 4.15052
H 0.64961 8.96152 4.58261
C -2.12088 -2.16783 2.13622
C -3.27662 -2.19795 3.17903
O -2.74989 -2.14824 4.52726
O -2.54101 -2.38803 0.75755
H -1.27076 -2.79538 2.40371
H -1.80401 -1.12568 2.09606
H -3.94653 -3.04982 3.06228
H -3.86455 -1.28446 3.08967
H -3.45779 -2.09131 5.17321
H -1.83980 -2.02719 0.21010
C -0.60223 0.14502 -4.75010
C -0.81675 1.63158 -5.22506
O -2.17522 1.88877 -5.34997
O -0.95446 -0.79715 -5.73260
H -1.24096 -0.08300 -3.89679
H 0.46269 0.08299 -4.52604
H -0.30141 1.68663 -6.18396
H -0.44166 2.37546 -4.52217
H -2.52309 1.40564 -6.10308
H -1.78419 -1.22351 -5.50589
C 2.70491 2.07801 -2.37301
C 2.79092 2.93304 -3.63376
C 3.58889 4.27264 -3.44537
O 2.99305 5.15518 -2.53234
C 1.62308 5.60068 -2.78897
N 3.42270 2.12836 -4.64446
H 3.66429 1.82264 -1.92301
H 2.17041 1.18967 -2.70955
H 2.09055 2.51731 -1.58709
H 1.78572 3.20042 -3.95962
H 3.80005 4.92657 -4.29148
H 4.54265 3.95231 -3.02604
H 0.88366 4.88809 -3.15446
H 1.53496 6.55918 -3.30046
H 1.25278 5.72990 -1.77197
H 4.41846 2.28409 -4.57888
H 3.21447 2.55195 -5.53738
C -1.77232 0.21708 -0.78691
C -0.26583 0.02428 -0.65851
C 0.35374 0.87608 0.48860
O 0.51369 2.25488 0.13805
C 0.61743 3.02172 1.31404
N -0.15676 -1.42137 -0.37673
H -2.33493 -0.42470 -1.46492
H -1.96706 1.24211 -1.10233
H -2.23577 0.01166 0.17803
H 0.15775 0.24367 -1.63860
H 1.37465 0.50957 0.59587
H -0.22205 0.74513 1.40480
H 1.24422 2.55985 2.07688
H -0.33064 3.25237 1.79988
H 1.04515 4.00201 1.10381
H 0.81823 -1.61361 -0.19633
H -0.37536 -1.90456 -1.23629
C 1.19878 -4.55154 -3.27325
C -0.11798 -4.32294 -2.44614
C 0.14324 -4.67574 -0.96087
O 0.36109 -6.04318 -0.85434
C 0.91108 -6.38517 0.47374
N -0.52572 -2.95357 -2.79399
H 1.92340 -3.81251 -2.93142
H 0.92955 -4.31129 -4.30179
H 1.60947 -5.54634 -3.10065
H -0.81467 -5.08788 -2.78903
H -0.75154 -4.36917 -0.41914
H 0.92525 -3.97763 -0.66218
H 1.20976 -7.42641 0.59500
H 0.29689 -6.13367 1.33839
H 1.82850 -5.82775 0.66271
H -1.35123 -2.75976 -2.24530
H -0.82489 -2.94039 -3.75857
C 1.79722 -2.68793 2.36167
C 3.04612 -3.01582 1.60175
C 3.54693 -1.90464 0.60429
O 2.48632 -1.78397 -0.29353
C 2.85504 -1.24766 -1.56368
N 4.03876 -3.25387 2.64216
H 1.51486 -3.48453 3.05000
H 0.96795 -2.49501 1.68109
H 1.81861 -1.77496 2.95676
H 2.95514 -3.90658 0.98015
H 4.42639 -2.23882 0.05386
H 3.80273 -0.95264 1.06944
H 3.53636 -0.40245 -1.66126
H 1.95680 -0.93709 -2.09735
H 3.19964 -2.04374 -2.22368
H 4.80480 -3.74909 2.20852
H 4.49898 -2.39457 2.90655
C 4.14222 3.16248 0.66544
C 5.62812 3.28753 1.15483
C 6.59691 2.91044 0.04080
O 6.44845 1.52017 -0.33007
C 7.15054 1.14030 -1.53105
N 5.77183 4.65620 1.61242
H 3.49649 3.16821 1.54356
H 3.96041 2.16618 0.26244
H 3.87147 3.93972 -0.04917
H 5.80602 2.58434 1.96845
H 7.57163 3.08144 0.49772
H 6.47417 3.58445 -0.80698
H 8.14902 1.57734 -1.51949
H 6.66238 1.56928 -2.40613
H 7.13290 0.10705 -1.87771
H 6.65517 4.71438 2.09864
H 5.02460 4.89651 2.24804
C -5.37135 -5.01552 -2.51886
C -4.59259 -4.60269 -1.29290
C -3.49666 -5.60804 -0.83096
O -4.07618 -6.87382 -0.42148
C -3.35413 -7.67675 0.46192
N -4.07716 -3.30757 -1.60289
H -4.71436 -5.41963 -3.28903
H -6.10179 -4.28825 -2.87328
H -5.93410 -5.93876 -2.38097
H -5.29996 -4.45959 -0.47604
H -2.85133 -5.17042 -0.06930
H -2.82052 -5.83725 -1.65461
H -3.23137 -7.27161 1.46635
H -2.36947 -7.89954 0.05095
H -3.90320 -8.58347 0.71584
H -3.62792 -2.90616 -0.79222
H -4.90969 -2.73574 -1.60460



159
Properties=species:S:1:pos:R:3 method="wB97M-V/def2-TZVPD" relative_energy_ev=0.757 homo_lumo_gap_ev=9.02 lumo_ev=0.3 homo_energy_ev=-8.72 smiles=COC[C@H](C)N.COC[C@H](C)N.COC[C@H](C)N.COC[C@H](C)N.COC[C@H](C)N.COC[C@H](C)N.COC[C@H](C)N.COC[C@H](C)N.COC[C@H](C)N.O.O charge=0 multiplicity=1
O -1.78929 -4.69373 -1.74794
H -1.26430 -3.91445 -1.53586
H -2.38594 -4.79052 -0.99355
O 2.81255 0.11731 2.14216
H 2.03266 0.49758 1.67932
H 2.44436 -0.45620 2.82122
C 2.97781 5.22351 2.11725
C 1.52968 4.78129 2.05846
C 1.05526 4.66147 0.59285
O -0.29288 4.26357 0.49471
C -0.74377 4.07057 -0.84015
N 1.38094 3.52874 2.79886
H 3.63142 4.37445 1.90934
H 3.18728 5.60873 3.11516
H 3.13915 6.06718 1.44259
H 1.00074 5.58688 2.58282
H 1.72095 3.90208 0.17271
H 1.15689 5.65381 0.13502
H -0.94357 5.02253 -1.34219
H -1.63773 3.46167 -0.73262
H 0.04948 3.58528 -1.41859
H 1.82267 2.82033 2.21654
H 0.39063 3.29282 2.76922
C -6.41196 -2.35940 -2.49779
C -5.72567 -2.01008 -3.80125
C -4.25791 -1.54002 -3.64919
O -3.71119 -1.27611 -4.92014
C -2.32233 -1.53752 -4.94446
N -5.78124 -3.14740 -4.72689
H -5.84908 -1.97572 -1.64127
H -6.52341 -3.42806 -2.31435
H -7.42125 -1.94914 -2.50229
H -6.23670 -1.20227 -4.32884
H -3.66919 -2.21630 -3.01060
H -4.20120 -0.65503 -2.98923
H -2.02510 -1.16975 -5.93400
H -1.99316 -2.58037 -4.94968
H -1.80289 -0.90782 -4.21481
H -5.48524 -2.84602 -5.64996
H -5.07663 -3.83764 -4.47350
C -2.98294 7.87257 4.18040
C -3.86298 7.03478 3.24669
C -3.18192 5.78354 2.76390
O -4.01024 5.07037 1.89012
C -3.67631 3.71733 1.76748
N -5.16683 6.81996 3.87867
H -3.53879 8.70237 4.60596
H -2.10122 8.18308 3.61815
H -2.68255 7.21445 4.99966
H -4.06093 7.61424 2.32632
H -2.83584 5.16094 3.60148
H -2.25887 6.14161 2.28557
H -2.60621 3.68207 1.51442
H -4.23992 3.23147 0.97413
H -3.72037 3.06964 2.65051
H -5.69152 7.68335 3.95257
H -5.71136 6.26774 3.21472
C 0.24811 3.32983 7.36636
C -0.29892 2.30444 6.35951
C -1.12695 3.03060 5.32616
O -1.76989 2.14630 4.41771
C -2.94758 1.53555 4.90792
N 0.85168 1.63465 5.74775
H -0.58586 3.84091 7.86088
H 0.72213 4.12295 6.77928
H 0.96982 3.01942 8.11704
H -0.99518 1.61909 6.86785
H -0.45841 3.65197 4.72332
H -1.84721 3.73377 5.76060
H -3.48570 1.27045 3.99761
H -3.54050 2.25627 5.48096
H -2.75261 0.65702 5.52871
H 1.13739 0.90260 6.39214
H 0.52907 1.15880 4.90604
C 0.87094 -7.68984 -4.58696
C -0.19559 -6.56216 -4.43101
C 0.20003 -5.25701 -5.07086
O 1.33982 -4.68878 -4.45793
C 1.57781 -3.42993 -5.02646
N -1.44363 -7.06521 -4.97634
H 0.66734 -8.48314 -3.86744
H 1.86363 -7.28710 -4.36198
H 0.87710 -8.11017 -5.59349
H -0.27244 -6.42972 -3.35089
H -0.67753 -4.62829 -4.86483
H 0.34407 -5.33730 -6.15304
H 2.41025 -2.88366 -4.58427
H 0.73642 -2.77631 -4.74339
H 1.62245 -3.41606 -6.11691
H -1.86256 -7.79799 -4.42217
H -1.30570 -7.47930 -5.89054
C 5.79340 3.87545 -0.98327
C 4.44830 3.64262 -1.66795
C 3.77862 2.42491 -1.09433
O 2.42910 2.21717 -1.53549
C 2.34854 1.84103 -2.90979
N 3.65100 4.90327 -1.49266
H 6.26754 4.74561 -1.44484
H 6.49886 3.09951 -1.31068
H 5.74231 3.98021 0.09456
H 4.55591 3.48444 -2.74787
H 3.64292 2.58241 -0.01559
H 4.40157 1.53214 -1.20513
H 2.93586 0.95327 -3.15742
H 2.63143 2.65186 -3.58527
H 1.28690 1.63776 -3.05721
H 3.82720 5.46056 -2.32216
H 2.69246 4.56065 -1.59536
C -1.22258 0.02738 2.00716
C -0.29076 0.04495 0.80805
C -1.05346 -0.00780 -0.51409
O -0.21347 -0.00868 -1.65212
C 0.48783 -1.21888 -1.80431
N 0.56407 1.25283 0.83652
H -0.73537 0.17022 2.96897
H -1.69423 -0.96065 1.98789
H -1.97636 0.81248 1.91278
H 0.37716 -0.81909 0.87678
H -1.81483 0.77220 -0.57043
H -1.66505 -0.92548 -0.52024
H 1.23329 -1.15131 -2.60186
H -0.16962 -1.92679 -2.33998
H 0.90652 -1.69595 -0.92054
H -0.00840 2.03086 0.50367
H 1.19009 1.16161 0.02775
C 0.33404 -4.95638 1.09611
C -0.44900 -3.93379 1.92313
C -1.84412 -4.48065 2.21297
O -2.60929 -4.36096 1.03291
C -3.88892 -4.98062 1.13961
N 0.28217 -3.74877 3.19568
H 1.39691 -4.73888 1.04510
H -0.05382 -4.95323 0.07007
H 0.05018 -5.97321 1.36743
H -0.44036 -2.91889 1.51201
H -2.30407 -3.94680 3.05259
H -1.74900 -5.52864 2.51124
H -4.47760 -4.76554 0.25413
H -4.37480 -4.59083 2.03998
H -3.75234 -6.05231 1.31265
H -0.15255 -2.98495 3.71883
H 1.19948 -3.32925 3.05894
C 3.76066 -2.76344 0.17829
C 5.15055 -3.08952 -0.37830
C 5.12811 -2.96199 -1.90568
O 6.33179 -3.31981 -2.54223
C 6.40973 -2.84870 -3.87398
N 6.20534 -2.27569 0.24103
H 3.48084 -1.73920 -0.08141
H 3.74986 -2.87264 1.26232
H 2.97243 -3.43130 -0.17634
H 5.27387 -4.14221 -0.10990
H 4.94596 -1.90148 -2.15030
H 4.29740 -3.54945 -2.32179
H 5.72688 -3.43377 -4.49985
H 7.43996 -2.94886 -4.19341
H 6.03644 -1.82050 -3.93179
H 6.13679 -1.38498 -0.26406
H 7.08586 -2.59190 -0.17266



168
Properties=species:S:1:pos:R:3 method="wB97M-V/def2-TZVPD" homo_lumo_gap_ev=8.96 lumo_ev=0.3 homo_energy_ev=-8.67 charge=0 multiplicity=1
C -1.76803 -2.74433 -4.30323
C -1.87042 -2.02021 -5.63216
C -2.44946 -0.61335 -5.42389
O -0.49968 -1.83323 -6.05873
H -1.11101 -2.16366 -3.64504
H -1.16463 -3.62235 -4.51361
H -2.65552 -2.99539 -3.75098
H -2.53110 -2.52811 -6.33288
H -3.48324 -0.61015 -5.05788
H -2.47882 -0.15882 -6.39809
H -1.82934 0.00885 -4.74281
H -0.51938 -1.46942 -6.96290
C -6.75494 0.80454 1.98803
C -5.90074 2.09187 1.65934
C -5.72650 3.06553 2.82064
O -4.61673 1.79741 1.14552
H -6.97258 0.25554 1.07610
H -7.73015 0.96826 2.46222
H -6.23876 0.11325 2.60163
H -6.32269 2.68622 0.87625
H -5.19676 3.97511 2.49968
H -5.19319 2.50769 3.62989
H -6.67918 3.38894 3.24955
H -4.20686 1.14919 1.76503
C 1.41201 4.90737 -0.59261
C 0.10996 4.45855 0.07278
C -0.40920 5.60890 0.95819
O -0.76002 4.06806 -0.95441
H 1.25659 5.74862 -1.27563
H 1.87935 4.16312 -1.24747
H 2.16185 5.16626 0.14765
H 0.31259 3.60279 0.73510
H -0.24717 6.58027 0.39584
H 0.28027 5.66689 1.80256
H -1.46815 5.50603 1.21780
H -1.42091 3.44445 -0.60010
C 4.45507 4.43733 3.79981
C 5.23153 3.34109 3.16012
C 5.09370 3.21809 1.65467
O 6.61041 3.54203 3.59070
H 3.43490 4.51710 3.44179
H 4.91135 5.40443 3.83864
H 4.30337 4.10949 4.82440
H 4.82402 2.39162 3.56655
H 5.38985 4.13324 1.09249
H 4.01088 3.22843 1.39389
H 5.59793 2.40419 1.20033
H 7.05394 3.71171 2.76051
C 6.68102 -2.55652 -1.73239
C 6.98150 -1.65298 -2.85375
C 6.13244 -0.46130 -3.12076
O 8.34149 -1.15972 -2.65327
H 6.85476 -2.01916 -0.81340
H 7.37130 -3.44321 -1.82704
H 5.66843 -2.90035 -1.74469
H 7.06115 -2.18005 -3.80624
H 6.40731 0.38881 -2.50400
H 5.08116 -0.80810 -2.96017
H 6.09798 -0.11626 -4.16249
H 8.40623 -0.82544 -1.73893
C 1.31333 0.55294 -4.06295
C 2.56641 -0.21509 -4.50399
C 2.66935 -1.57687 -3.83074
O 3.76748 -2.32732 -4.31463
C 3.51074 -3.73969 -4.15394
N 2.47255 -0.35330 -5.97680
H 1.14245 1.46937 -4.56324
H 1.37604 0.85182 -3.01266
H 0.43334 -0.11231 -4.27618
H 3.43957 0.39312 -4.27414
H 1.73922 -2.17973 -3.90140
H 2.75499 -1.43779 -2.73101
H 3.09033 -4.01431 -3.19403
H 4.46121 -4.21625 -4.25588
H 2.92110 -4.10596 -4.98481
H 1.61152 -0.88587 -6.14228
H 3.32351 -0.74938 -6.39410
C 1.07559 -0.29360 5.95289
C 1.72036 0.72208 5.03529
C 1.38787 2.20857 5.31545
O 0.05084 2.50544 5.05712
C -0.41597 3.80761 5.42476
N 3.20739 0.62773 4.98160
H 0.03865 -0.13007 5.96568
H 1.49506 -0.21083 6.93811
H 1.32032 -1.29060 5.59042
H 1.41190 0.63473 3.98086
H 2.09475 2.75042 4.73201
H 1.59308 2.47933 6.35283
H -0.13926 4.09709 6.46280
H -1.51335 3.75334 5.39256
H -0.01411 4.58273 4.69066
H 3.48168 -0.25351 4.66463
H 3.41867 0.75599 5.96148
C -5.56156 -1.83101 -0.84120
C -5.00756 -1.62886 -2.27353
C -5.20754 -2.91432 -3.15196
O -4.47511 -4.04911 -2.65917
C -4.49148 -5.02533 -3.67155
N -5.49939 -0.38740 -2.95303
H -5.15989 -1.15999 -0.06594
H -5.27170 -2.88727 -0.60451
H -6.63629 -1.86305 -0.84745
H -3.93424 -1.54664 -2.13818
H -4.83764 -2.75122 -4.16722
H -6.26982 -3.16476 -3.22256
H -4.06742 -5.88944 -3.19181
H -3.98802 -4.76747 -4.59151
H -5.55131 -5.18181 -3.85956
H -4.85354 0.37284 -2.76817
H -6.37485 -0.16063 -2.56601
C 2.83345 0.14697 0.66076
C 1.37780 0.19187 0.98805
C 0.65972 0.38171 -0.27077
O -0.72186 0.27715 -0.01084
C -1.47418 -0.09286 -1.10364
N 0.89774 -0.99159 1.66016
H 3.11587 -0.69920 -0.00869
H 3.41693 0.08953 1.57338
H 3.13430 1.00678 0.06603
H 1.24097 1.06202 1.67395
H 0.87976 -0.40454 -0.96013
H 0.84212 1.31893 -0.84657
H -1.21671 0.36395 -2.07084
H -2.52454 0.07476 -0.88881
H -1.41119 -1.15491 -1.21132
H -0.10227 -0.85058 1.80030
H 1.27820 -1.16143 2.59153
C -1.34965 -3.41108 1.82119
O -0.38531 -4.15001 1.86905
N -2.15030 -3.29726 0.72637
N -1.73409 -2.63081 2.86479
H -2.15040 -4.02489 0.01385
H -2.95463 -2.64833 0.74397
H -2.54266 -2.02913 2.74591
H -1.15897 -2.53886 3.68339
C -2.41055 0.57854 3.47380
O -3.40978 0.01352 3.02808
N -1.49093 1.30621 2.71012
N -2.15577 0.48615 4.86229
H -0.79172 1.92799 3.06685
H -1.50280 1.24276 1.67945
H -2.96310 0.22540 5.35031
H -1.45106 1.08453 5.27271
C 2.83106 -3.38051 3.91312
O 2.59124 -2.25208 3.56024
N 3.93571 -3.74674 4.50358
N 1.87403 -4.31531 3.74349
H 4.70423 -3.12880 4.23581
H 4.17767 -4.72472 4.63062
H 2.31977 -5.22258 3.79403
H 1.02228 -4.22309 3.20255
C 1.55944 -3.68743 -0.64488
O 1.93760 -4.66739 -1.34137
N 0.55755 -2.86014 -1.02051
N 2.22220 -3.37841 0.44243
H 0.07610 -2.28864 -0.35909
H 0.17005 -2.97152 -1.95045
H 3.12353 -3.78516 0.66452
H 1.93912 -2.50981 0.84301
C -5.89354 3.41269 -2.07481
O -6.98021 3.05311 -1.56902
N -4.69414 2.72044 -1.83144
N -5.75764 4.46341 -2.92120
H -4.59812 2.22564 -0.97204
H -3.91233 3.34193 -1.97965
H -4.96443 4.51012 -3.57840
H -6.69393 4.77831 -3.21632